{"formula": "C5H7NO", "method": "wB97M-V/def2-TZVPD", "symbols": ["O", "H", "C", "H", "H", "H", "H", "H", "C", "C", "N", "C", "C", "H"], "coordinates": [[0.6558, -2.4790, -0.8212], [1.6842, 2.2972, 0.0367], [-0.2040, -0.3645, -0.0405], [-1.5317, 0.5954, 1.3954], [0.1807, 2.0845, 0.8094], [-2.3449, -0.4388, 0.2189], [-1.0560, -2.3133, 0.2241], [-1.7396, 1.1413, -0.2785], [0.9504, 0.4164, -0.1054], [-0.1841, -1.8079, -0.2447], [1.0289, 1.6602, 0.4654], [1.8895, -0.0047, -1.0625], [-1.5184, 0.2668, 0.3469], [2.1894, -1.0535, -0.9440]], "forces_ev_per_angstrom": [[-0.34, 0.22, 0.20], [-0.07, -0.09, 0.07], [-0.06, -0.04, 0.09], [0.01, -0.04, -0.14], [0.11, -0.07, -0.04], [0.14, 0.10, 0.01], [0.10, 0.04, -0.05], [0.07, -0.11, 0.08], [0.24, 0.01, -0.37], [0.19, -0.15, -0.14], [-0.10, 0.09, -0.05], [-0.23, -0.08, 0.41], [-0.07, -0.02, 0.01], [0.00, 0.14, -0.08]], "mulliken_charge": [-0.53, 0.25, 0.58, 0.34, 0.24, 0.39, 0.30, 0.35, 0.60, -0.13, -0.49, -0.63, -1.55, 0.27], "relative_energy_kcal_mol": 100.6, "homo_lumo_gap_ev": [7.631, 7.528], "spin_multiplicity": 1, "e_tot_ha": -324.56411}

{"formula": "C5H7NO", "method": "wB97M-V/def2-TZVPD", "symbols": ["H", "O", "C", "C", "H", "H", "C", "H", "C", "H", "H", "N", "C", "H"], "coordinates": [[1.9814, -0.4930, -1.3683], [0.7205, -1.0404, 1.4017], [-1.7941, -0.5949, 0.3232], [-0.5706, 0.1217, -0.2487], [2.8734, -0.4717, 0.1796], [-1.7450, -1.6569, 0.0678], [-0.6402, 1.5755, -0.0386], [2.1258, 1.0203, -0.4692], [0.7462, -0.3971, 0.3809], [-1.8081, -0.5085, 1.4112], [-2.7157, -0.1743, -0.0868], [-0.6826, 2.7175, 0.1410], [2.0169, -0.0646, -0.3598], [-0.5079, -0.0335, -1.3342]], "forces_ev_per_angstrom": [[-0.02, 0.06, 0.13], [0.01, 0.25, -0.48], [-0.07, -0.04, 0.03], [-0.05, -0.01, -0.02], [-0.12, 0.08, -0.07], [0.00, 0.15, 0.05], [-0.01, 0.94, 0.14], [-0.06, -0.13, 0.02], [0.07, -0.18, 0.27], [-0.01, 0.01, -0.15], [0.14, -0.04, 0.05], [0.04, -1.08, -0.17], [0.07, -0.03, 0.04], [0.02, 0.02, 0.15]], "mulliken_charge": [0.34, -0.52, -1.43, 0.66, 0.33, 0.35, 0.06, 0.34, 0.53, 0.32, 0.40, -0.44, -1.24, 0.30], "relative_energy_kcal_mol": 11.5, "homo_lumo_gap_ev": 11.002, "spin_multiplicity": 1, "e_tot_ha": -324.70608, "smiles": "CC(=O)[C@@H](C)C#N"}

{"formula": "C5H7NO", "method": "wB97M-V/def2-TZVPD", "symbols": ["H", "H", "C", "N", "H", "C", "H", "C", "O", "H", "H", "C", "C", "H"], "coordinates": [[2.3984, -1.0296, -0.2718], [-1.2653, 2.2633, 0.2589], [-0.7049, 1.3637, 0.4768], [-1.4222, -0.5319, -0.7743], [2.5739, 0.8558, -0.4020], [1.0353, 0.1390, 0.7697], [-0.4657, -0.5932, -1.2280], [2.0142, -0.0233, -0.1400], [0.5605, 1.4633, 1.0134], [-2.0096, 0.1060, -1.3122], [0.1599, -1.8078, 0.6814], [0.0095, -0.7876, 1.0553], [-1.0340, 0.0368, 0.5082], [-1.8502, -1.4544, -0.6354]], "forces_ev_per_angstrom": [[0.12, 0.19, -0.24], [0.13, -0.14, -0.02], [0.00, 0.05, 0.12], [-0.26, -0.22, -0.35], [0.42, 0.02, -0.27], [0.34, -0.19, -0.22], [-1.07, -0.20, -0.01], [0.72, 0.21, 0.65], [-0.02, -0.09, 0.31], [-0.10, -0.32, -0.08], [-0.18, 0.42, 0.11], [-0.08, 0.12, 0.39], [-0.06, 0.02, 0.04], [0.03, 0.14, -0.42]], "mulliken_charge": [0.29, 0.41, -0.76, -0.34, 0.29, 0.57, 0.35, -1.00, -0.40, 0.33, 0.25, -0.93, 0.62, 0.34], "relative_energy_kcal_mol": 146.5, "homo_lumo_gap_ev": 5.944, "spin_multiplicity": 1, "e_tot_ha": -324.49098}

{"formula": "C5H7NO", "method": "wB97M-V/def2-TZVPD", "symbols": ["H", "C", "C", "O", "C", "H", "C", "H", "N", "H", "H", "H", "H", "C"], "coordinates": [[-2.2899, 0.2847, -0.7338], [-0.9998, -1.2292, 0.0797], [-1.5261, 0.1624, 0.0490], [1.5360, 2.1423, -0.1151], [0.3930, -1.3542, 0.0428], [0.8247, -2.3692, 0.0302], [1.3760, -0.2276, 0.1918], [-0.9072, 2.1905, -0.2004], [-0.5520, 1.2494, -0.0793], [1.7621, -0.2759, 1.2196], [-0.5018, -1.6449, -1.0070], [-2.0652, 0.2303, 1.0057], [2.2512, -0.3329, -0.4606], [0.8056, 1.1683, -0.0169]], "forces_ev_per_angstrom": [[0.24, -0.17, 0.21], [1.87, -0.50, -1.59], [-0.21, 0.05, 0.26], [-0.31, -0.40, 0.02], [-0.55, 0.20, 0.75], [-0.22, 0.44, -0.16], [0.18, 0.08, 0.11], [0.11, -0.16, 0.03], [0.26, 0.20, -0.03], [0.02, 0.09, -0.11], [-1.03, -0.13, 0.46], [0.01, 0.27, -0.10], [-0.21, -0.03, 0.12], [-0.17, 0.06, 0.03]], "mulliken_charge": [0.35, -0.69, -0.35, -0.65, -0.13, 0.43, -0.37, 0.22, -0.12, 0.24, 0.17, 0.28, 0.34, 0.27], "relative_energy_kcal_mol": 70.3, "homo_lumo_gap_ev": 9.709, "spin_multiplicity": 1, "e_tot_ha": -324.61248}

{"formula": "C5H7NO", "method": "wB97M-V/def2-TZVPD", "symbols": ["C", "C", "H", "C", "H", "N", "H", "H", "H", "C", "H", "O", "H", "C"], "coordinates": [[1.2023, 1.3210, 0.7424], [0.5956, -0.9074, -0.6264], [-1.3768, -0.2516, 1.4119], [-1.0565, -0.2466, 0.3794], [-0.9110, -2.4568, -0.1323], [-1.0219, 0.9552, -0.3955], [1.9844, 0.7706, 1.2716], [-1.2377, 0.7853, -1.3744], [-1.4368, -1.3975, -1.4677], [-0.8452, -1.4493, -0.5463], [0.6437, 1.9410, 1.4512], [1.6499, -1.4796, -0.7338], [1.6767, 1.9933, 0.0204], [0.2701, 0.4132, 0.0039]], "forces_ev_per_angstrom": [[0.05, 0.00, 0.00], [0.38, -0.10, -0.17], [-0.42, 0.01, -0.16], [-0.12, -0.05, 0.29], [0.15, 0.16, 0.05], [-0.06, 0.00, -0.22], [-0.11, 0.01, -0.10], [-0.09, -0.01, 0.09], [0.03, 0.01, 0.22], [-0.02, -0.11, -0.03], [0.06, -0.15, -0.11], [-0.34, 0.22, -0.08], [0.03, -0.06, 0.14], [0.45, 0.07, 0.09]], "mulliken_charge": [-1.11, 0.44, 0.38, -0.07, 0.29, -0.57, 0.30, 0.28, 0.24, -0.76, 0.34, -0.59, 0.27, 0.58], "relative_energy_kcal_mol": 47.5, "homo_lumo_gap_ev": 10.414, "spin_multiplicity": 1, "e_tot_ha": -324.64883}

{"formula": "C5H7NO", "method": "wB97M-V/def2-TZVPD", "symbols": ["O", "H", "H", "C", "C", "H", "C", "H", "C", "H", "H", "N", "H", "C"], "coordinates": [[-1.9265, 1.7259, -0.6203], [1.8523, -0.9402, 0.8400], [0.9497, 0.5456, 1.2032], [0.9896, -0.3347, 0.5370], [1.1429, 1.2792, -1.1136], [1.2353, 1.6149, -2.1470], [-0.2708, -1.1896, 0.7108], [-0.4194, -1.3533, 1.7868], [-1.7268, 0.6243, -0.2745], [-0.0970, -2.1733, 0.2624], [-2.3743, -1.2789, -0.0875], [1.1714, 0.0425, -0.8523], [1.0069, 2.0566, -0.3459], [-1.5330, -0.6189, 0.1009]], "forces_ev_per_angstrom": [[0.16, -0.90, 0.30], [-0.14, 0.11, -0.01], [-0.05, -0.08, -0.13], [-0.04, -0.03, 0.17], [0.04, -0.20, -0.05], [0.05, -0.08, 0.11], [0.07, -0.07, 0.04], [0.04, -0.02, -0.17], [-0.13, 0.54, -0.15], [-0.01, 0.14, 0.00], [0.04, 0.11, 0.05], [-0.02, 0.44, -0.03], [0.04, -0.15, -0.08], [-0.06, 0.18, -0.06]], "mulliken_charge": [-0.41, 0.35, 0.37, -0.64, -0.36, 0.28, -0.38, 0.30, 0.60, 0.30, 0.33, -0.37, 0.27, -0.63], "relative_energy_kcal_mol": 44.8, "homo_lumo_gap_ev": 9.682, "spin_multiplicity": 1, "e_tot_ha": -324.65300, "smiles": "C=NCCC=C=O"}

{"formula": "C5H7NO", "method": "wB97M-V/def2-TZVPD", "symbols": ["H", "O", "H", "H", "H", "H", "C", "H", "C", "C", "H", "N", "C", "C"], "coordinates": [[2.6905, -0.0542, -0.8590], [1.6401, -1.5495, 0.0046], [1.1401, 1.7041, -0.1431], [-0.0814, -1.3232, 1.7278], [-0.9569, 1.3556, 0.9494], [-1.0154, -1.4798, 0.2756], [-1.8616, 0.7184, -1.5113], [-1.8011, -0.7462, 1.7073], [-0.3797, 0.4724, 0.6856], [0.7591, 0.6804, -0.1196], [0.0446, 0.6855, -1.1337], [-1.0858, 0.7650, -2.3955], [1.7795, -0.3973, -0.3341], [-0.8719, -0.8312, 1.1462]], "forces_ev_per_angstrom": [[-0.05, -0.07, 0.06], [0.11, 0.60, -0.16], [-0.07, -0.14, -0.06], [-0.03, 0.05, -0.06], [0.10, -0.08, -0.05], [0.04, 0.05, 0.06], [0.54, 0.04, -0.75], [0.12, 0.02, -0.08], [0.19, -0.17, -0.13], [0.03, -0.02, 0.41], [-0.40, 0.02, -0.14], [-0.37, -0.05, 0.86], [-0.11, -0.41, 0.05], [-0.09, 0.15, -0.01]], "mulliken_charge": [0.33, -0.46, 0.40, 0.40, 0.40, 0.29, -0.27, 0.34, -0.27, 0.36, 0.02, -0.55, 0.01, -1.00], "relative_energy_kcal_mol": 109.7, "homo_lumo_gap_ev": 7.710, "spin_multiplicity": 1, "e_tot_ha": -324.54959}

{"formula": "C5H7NO", "method": "wB97M-V/def2-TZVPD", "symbols": ["H", "C", "H", "H", "O", "C", "C", "H", "C", "H", "N", "C", "H", "H"], "coordinates": [[-0.2540, 0.7869, 1.9213], [-0.1160, -0.8441, 0.7075], [0.3661, -1.8166, 0.6498], [2.4539, 0.0457, -0.2784], [-1.3484, 0.8583, -1.7381], [-1.0167, 0.4324, -0.6612], [1.6274, 0.4960, -0.8368], [-2.1930, -1.4812, 0.1397], [0.3677, 0.3613, -0.0546], [1.5012, -0.0225, -1.7898], [0.4614, 0.2889, 1.3976], [-1.5925, -0.5939, 0.3851], [1.8593, 1.5462, -1.0232], [-2.1166, -0.0572, 1.1810]], "forces_ev_per_angstrom": [[0.07, 0.14, -0.22], [0.02, -0.30, 0.31], [-0.02, 0.23, 0.34], [-0.14, 0.09, -0.10], [-0.06, -0.40, 0.79], [-0.07, -0.11, -0.12], [0.05, 0.05, -0.09], [0.19, 0.54, -0.59], [0.18, 0.01, -0.49], [0.15, 0.15, -0.03], [-0.36, -0.35, 0.13], [-0.12, 0.22, -0.01], [0.04, -0.07, -0.06], [0.06, -0.19, 0.16]], "mulliken_charge": [0.27, -0.05, 0.37, 0.35, -0.57, 0.30, -1.14, 0.31, 0.69, 0.29, -0.61, -0.74, 0.30, 0.23], "relative_energy_kcal_mol": 51.4, "homo_lumo_gap_ev": 10.386, "spin_multiplicity": 1, "e_tot_ha": -324.64259, "smiles": "C[C@]12N[C@H]1CC2=O"}

{"formula": "C5H7NO", "method": "wB97M-V/def2-TZVPD", "symbols": ["C", "C", "H", "C", "H", "C", "H", "H", "H", "H", "C", "H", "O", "N"], "coordinates": [[-0.3199, 2.1871, -1.4043], [-0.6120, -0.1771, -0.3254], [-2.3663, 0.5951, 0.3825], [-1.3499, 0.9735, 0.1977], [-0.5587, -1.8438, 0.8336], [0.1124, -0.9798, 0.6724], [1.2321, -1.9883, -0.8880], [1.9562, -2.1600, 0.7356], [2.0965, -0.6374, -0.1576], [-1.0059, 1.4717, 1.1147], [1.4321, -1.4802, 0.0583], [0.2812, -0.5044, 1.6550], [-1.4600, 2.0227, -0.8112], [0.7138, 2.3263, -1.9158]], "forces_ev_per_angstrom": [[0.73, 0.15, -0.51], [0.09, 0.17, 0.34], [0.06, 0.00, -0.02], [0.08, -0.22, 0.18], [0.08, 0.02, -0.03], [-0.04, 0.04, -0.07], [0.02, 0.04, 0.15], [-0.10, 0.07, -0.04], [-0.14, -0.11, 0.06], [0.15, -0.08, -0.08], [0.12, -0.10, -0.04], [-0.12, -0.07, -0.17], [0.03, 0.11, -0.26], [-0.95, -0.01, 0.48]], "mulliken_charge": [0.55, -0.40, 0.28, -0.24, 0.25, -0.14, 0.31, 0.35, 0.33, 0.32, -1.15, 0.31, -0.35, -0.43], "relative_energy_kcal_mol": 116.6, "homo_lumo_gap_ev": 8.359, "spin_multiplicity": 1, "e_tot_ha": -324.53867}

{"formula": "C5H7NO", "method": "wB97M-V/def2-TZVPD", "symbols": ["N", "H", "C", "H", "H", "C", "C", "O", "H", "C", "H", "H", "H", "C"], "coordinates": [[-3.0251, -1.2226, 0.0069], [-1.4275, 1.4814, -0.1629], [1.4413, 0.7636, -0.0849], [-0.5163, -1.2641, -1.5643], [1.4391, 1.6404, 0.5590], [0.1658, 0.0307, -0.3190], [-2.2006, -0.4291, 0.1764], [-0.0119, -0.4387, -1.6191], [1.7797, -1.4346, 0.1014], [1.2329, -0.6008, 0.5318], [-0.9566, 0.7607, 1.3848], [2.1052, 0.8243, -0.9405], [1.0895, -0.6612, 1.6074], [-1.1156, 0.5501, 0.3230]], "forces_ev_per_angstrom": [[0.81, 0.74, 0.19], [0.02, -0.14, 0.02], [0.03, 0.18, -0.07], [0.07, 0.13, -0.13], [-0.04, -0.20, -0.09], [0.06, 0.13, 0.25], [-0.66, -0.65, -0.09], [-0.08, -0.23, -0.01], [-0.11, 0.16, 0.02], [0.01, -0.18, 0.10], [-0.04, -0.03, -0.13], [-0.09, -0.01, 0.12], [-0.06, 0.02, -0.18], [0.05, 0.08, 0.00]], "mulliken_charge": [-0.41, 0.24, -0.65, 0.38, 0.23, 0.62, 0.14, -0.54, 0.27, -0.79, 0.33, 0.26, 0.24, -0.31], "relative_energy_kcal_mol": 31.4, "homo_lumo_gap_ev": 11.225, "spin_multiplicity": 1, "e_tot_ha": -324.67449, "smiles": "N#CCC1(O)CC1"}

{"formula": "C5H7NO", "method": "wB97M-V/def2-TZVPD", "symbols": ["H", "O", "H", "C", "H", "C", "C", "H", "C", "H", "H", "H", "N", "C"], "coordinates": [[-1.1474, 2.4168, 0.2192], [-0.6913, -0.1014, 1.3056], [2.3786, -0.2141, 0.1498], [1.4286, -0.6318, 0.4935], [1.6412, -1.3629, 1.2869], [0.5984, 0.4749, 1.1341], [-1.0117, 0.4816, 0.0706], [0.0589, -2.0801, -0.4286], [-0.3792, -0.0543, -0.9854], [-0.5209, 0.3627, -1.9768], [-2.4017, 1.6285, 0.8931], [1.2323, -1.3961, -1.5542], [-1.7930, 1.6435, 0.0803], [0.6072, -1.1672, -0.6881]], "forces_ev_per_angstrom": [[-0.20, 0.14, -0.08], [0.13, 0.13, 0.06], [-0.10, -0.06, 0.11], [0.07, 0.09, 0.04], [-0.02, 0.00, -0.13], [0.14, -0.43, 0.09], [0.12, 0.07, -0.38], [0.06, 0.12, -0.08], [-0.05, 0.07, 0.07], [-0.12, -0.16, 0.09], [0.01, -0.02, -0.10], [-0.07, 0.07, 0.15], [0.05, -0.03, 0.15], [-0.03, 0.02, 0.03]], "mulliken_charge": [0.32, -0.24, 0.33, -0.34, 0.30, -0.51, 0.44, 0.21, -0.26, 0.41, 0.30, 0.31, -0.71, -0.56], "relative_energy_kcal_mol": 105.3, "homo_lumo_gap_ev": 8.552, "spin_multiplicity": 1, "e_tot_ha": -324.55668}

{"formula": "C5H7NO", "method": "wB97M-V/def2-TZVPD", "symbols": ["H", "H", "C", "H", "N", "C", "H", "H", "C", "H", "O", "H", "C", "C"], "coordinates": [[1.1969, 2.3805, -0.3205], [-1.6288, -1.6833, 0.7758], [-0.7080, -0.5498, -0.7941], [-2.5143, -0.2532, 0.1658], [1.2440, -0.8739, 0.4109], [-1.5323, -0.6437, 0.4627], [-0.7791, 1.4514, -1.6389], [-1.1673, -0.0226, 1.2920], [1.6352, 0.3324, 0.5088], [2.4753, 0.6570, 1.1351], [-0.7009, -1.3980, -1.6590], [1.7288, -1.5743, 0.9623], [-0.1445, 0.8479, -0.9949], [0.8950, 1.3297, -0.3058]], "forces_ev_per_angstrom": [[-0.03, -0.45, -0.12], [-0.08, 0.10, -0.08], [0.48, 0.01, -0.43], [-0.05, -0.16, 0.22], [0.42, 0.28, 0.27], [-0.45, 0.00, 0.20], [0.26, 0.19, 0.01], [0.01, -0.21, -0.37], [-0.01, -0.23, -0.08], [-0.15, -0.01, -0.09], [-0.26, 0.40, 0.17], [0.23, 0.27, 0.18], [-0.30, 0.13, 0.22], [-0.08, -0.30, -0.10]], "mulliken_charge": [0.35, 0.28, 0.69, 0.34, -0.46, -1.02, 0.37, 0.33, 0.01, 0.39, -0.60, 0.18, -0.47, -0.37], "relative_energy_kcal_mol": 40.5, "homo_lumo_gap_ev": 9.439, "spin_multiplicity": 1, "e_tot_ha": -324.65989, "smiles": "[H]/N=C/C=C\\C(C)=O"}

Question: What is the formula in the ninth record?
Answer: C5H7NO

Repeat the eighth record exactly.
{"formula": "C5H7NO", "method": "wB97M-V/def2-TZVPD", "symbols": ["H", "C", "H", "H", "O", "C", "C", "H", "C", "H", "N", "C", "H", "H"], "coordinates": [[-0.2540, 0.7869, 1.9213], [-0.1160, -0.8441, 0.7075], [0.3661, -1.8166, 0.6498], [2.4539, 0.0457, -0.2784], [-1.3484, 0.8583, -1.7381], [-1.0167, 0.4324, -0.6612], [1.6274, 0.4960, -0.8368], [-2.1930, -1.4812, 0.1397], [0.3677, 0.3613, -0.0546], [1.5012, -0.0225, -1.7898], [0.4614, 0.2889, 1.3976], [-1.5925, -0.5939, 0.3851], [1.8593, 1.5462, -1.0232], [-2.1166, -0.0572, 1.1810]], "forces_ev_per_angstrom": [[0.07, 0.14, -0.22], [0.02, -0.30, 0.31], [-0.02, 0.23, 0.34], [-0.14, 0.09, -0.10], [-0.06, -0.40, 0.79], [-0.07, -0.11, -0.12], [0.05, 0.05, -0.09], [0.19, 0.54, -0.59], [0.18, 0.01, -0.49], [0.15, 0.15, -0.03], [-0.36, -0.35, 0.13], [-0.12, 0.22, -0.01], [0.04, -0.07, -0.06], [0.06, -0.19, 0.16]], "mulliken_charge": [0.27, -0.05, 0.37, 0.35, -0.57, 0.30, -1.14, 0.31, 0.69, 0.29, -0.61, -0.74, 0.30, 0.23], "relative_energy_kcal_mol": 51.4, "homo_lumo_gap_ev": 10.386, "spin_multiplicity": 1, "e_tot_ha": -324.64259, "smiles": "C[C@]12N[C@H]1CC2=O"}